Record 1
Molecular formula: C26H22N2O7PTl
Method: DFT, ωB97M-V/def2-TZVPD

XYZ file:
```
59
Properties=species:S:1:pos:R:3:forces:R:3
Tl -0.07840 0.00660 1.49650 0.2 -0.2 0.6
N 0.64420 -3.26180 -0.15190 -0.1 -0.2 0.2
C 1.00030 -2.84390 -1.49180 0.2 0.3 -0.1
C 1.55610 -1.41330 -1.58180 0.0 -0.4 -0.2
N 0.56480 -0.46270 -1.10430 0.0 0.1 -0.1
H 1.45780 -3.16570 0.45270 -0.1 0.0 0.0
H -0.05550 -2.62580 0.22600 0.2 -0.2 0.0
H 0.10580 -2.94020 -2.12430 0.1 0.0 0.0
H 1.75830 -3.53670 -1.87490 -0.1 0.1 -0.1
H 1.87140 -1.20590 -2.62030 0.0 -0.1 0.1
H 2.42380 -1.33830 -0.92230 0.0 0.0 -0.1
H -0.26660 -0.46120 -1.68440 0.0 0.1 0.0
H 0.93080 0.48410 -1.09750 -0.1 0.1 0.0
O 4.55390 -3.01160 5.01120 -0.7 -0.1 -0.6
C 3.61800 -2.83980 4.22590 1.0 0.0 0.9
C 2.16200 -2.87690 4.54330 -0.5 -0.8 0.8
O 1.63760 -3.47650 5.49040 0.4 0.6 -0.5
C 1.51100 -2.08840 3.49730 -0.6 0.3 -0.3
C 2.49180 -1.76030 2.49350 -0.2 0.5 -0.1
O 2.28170 -0.97690 1.50590 -0.2 -0.3 0.2
C 3.72050 -2.49170 2.78210 0.5 -0.4 -0.7
O 4.64480 -2.78450 2.01090 -0.4 0.4 0.5
O 0.29560 -1.72360 3.45470 0.6 -0.1 -0.1
O 0.26630 4.25190 0.90910 0.2 0.3 0.2
C -0.54020 3.55780 0.30430 0.0 0.1 0.0
O -0.34010 2.41720 -0.22270 0.2 0.1 -0.1
C -1.96500 4.04990 0.12480 0.0 -0.2 0.0
C -2.37940 5.26970 0.63550 0.1 0.0 0.1
C -3.69090 5.67370 0.47160 -0.1 0.1 0.0
C -4.58260 4.84310 -0.18920 -0.1 0.1 0.0
C -4.16580 3.63160 -0.71320 -0.1 0.0 -0.1
C -2.84430 3.22670 -0.58010 0.1 0.0 0.3
P -2.13970 1.67980 -1.27280 -0.5 -0.2 -0.5
C -3.69110 1.14220 -2.24170 0.3 0.0 0.1
C -4.61390 0.38550 -1.51740 0.1 0.1 0.0
C -5.71220 -0.19430 -2.12380 -0.2 -0.2 0.1
C -5.89990 -0.06790 -3.49140 -0.1 0.0 -0.1
C -4.98620 0.66430 -4.23000 -0.1 -0.1 -0.2
C -3.90080 1.26320 -3.61220 0.0 0.2 0.0
C -1.25840 2.37490 -2.74170 0.0 -0.2 0.1
C -1.02940 3.73270 -2.92660 0.0 0.0 0.0
C -0.33080 4.18970 -4.02900 0.0 0.2 0.0
C 0.14340 3.30430 -4.98010 0.0 0.1 -0.1
C -0.09220 1.95020 -4.81640 0.1 0.0 -0.2
C -0.77400 1.49190 -3.70400 0.0 0.1 0.1
H -1.65090 5.88120 1.15200 0.0 0.0 0.0
H -4.02470 6.63040 0.85200 0.0 0.0 0.1
H -5.60970 5.15750 -0.31830 -0.1 0.0 0.0
H -4.87300 3.00640 -1.23650 -0.1 0.0 -0.1
H -4.45380 0.24770 -0.45460 0.0 0.0 0.1
H -6.41090 -0.77620 -1.53570 0.0 0.0 0.0
H -6.74610 -0.54080 -3.97700 0.0 0.0 0.0
H -5.10810 0.75670 -5.30270 0.0 0.0 0.0
H -3.20010 1.82320 -4.21770 -0.1 0.0 0.0
H -1.39010 4.45440 -2.20910 0.0 0.0 0.0
H -0.15490 5.25130 -4.13740 0.0 0.1 0.0
H 0.68450 3.67000 -5.84390 0.0 0.0 0.0
H 0.25620 1.25270 -5.56470 0.1 -0.1 0.0
H -0.94920 0.43060 -3.59050 0.0 -0.1 0.0
```
Positions in Å, forces in eV/Å.

Summary:
* frontier orbital gap: 5.267 eV
* total charge: -2
* energy relative to the best compared isomer or geometry (same formula, charge and spin): 0.000 eV
* E_tot: -58616.4868 eV



Record 2
Molecular formula: C26H23BeN5STe
Method: DFT, ωB97M-V/def2-TZVPD

XYZ file:
```
57
Properties=species:S:1:pos:R:3:forces:R:3
Be -0.95345 1.07988 -0.29669 -0.7 0.1 -0.1
N -1.14448 2.48936 3.14660 -0.1 0.3 -0.1
C -1.42725 1.21060 3.60971 -0.1 -0.4 -0.2
C -1.49189 0.66011 4.88372 0.0 0.1 0.1
C -1.75143 -0.69297 4.96087 0.0 0.0 0.0
C -1.93281 -1.48382 3.81535 0.0 0.0 -0.1
C -1.85286 -0.94243 2.54954 0.0 0.0 0.0
C -1.59743 0.42329 2.46065 0.0 0.1 0.3
N -1.42147 1.23300 1.35280 0.2 0.3 -0.1
C -1.14723 2.44765 1.80482 -0.1 -0.5 0.2
C -0.75636 3.40835 0.79301 0.2 0.6 -0.1
C -0.48700 4.73983 0.80442 -0.1 -0.1 0.0
S -0.00359 5.24967 -0.75487 0.0 -0.2 0.0
C -0.18098 3.66728 -1.34023 0.0 0.1 0.0
N -0.58046 2.80673 -0.44105 0.1 -0.2 0.2
H -1.00858 3.30944 3.71693 0.1 0.0 0.0
H -1.33445 1.25204 5.77530 0.0 0.0 0.0
H -1.80612 -1.16563 5.93180 0.0 0.0 0.0
H -2.14079 -2.53882 3.93014 0.0 0.0 0.0
H -1.97070 -1.54695 1.65834 0.0 0.0 0.0
H -0.57445 5.44425 1.61640 0.1 0.0 0.0
H 0.02482 3.39623 -2.36580 0.0 0.0 0.0
Te 1.18489 -0.05901 0.29216 0.8 -0.6 -0.4
C 2.91879 0.46984 -0.82371 -0.3 0.1 0.1
C 2.90551 0.58014 -2.20753 -0.1 0.1 0.0
C 4.10120 0.76320 -2.88561 0.0 0.0 0.0
C 5.29469 0.84757 -2.18174 0.0 0.0 0.0
C 5.29677 0.76407 -0.79638 0.0 0.0 -0.1
C 4.10670 0.56982 -0.11050 -0.1 0.0 0.1
C 1.26709 -2.09721 -0.33247 -0.2 0.2 0.2
C 1.46367 -3.07256 0.63558 -0.1 0.1 0.1
C 1.55535 -4.40278 0.24803 0.0 0.0 0.0
C 1.47077 -4.74538 -1.09321 0.0 0.0 0.0
C 1.29249 -3.76158 -2.05698 0.0 0.0 0.0
C 1.18174 -2.43271 -1.67731 0.0 0.1 -0.1
H 1.97534 0.52217 -2.75956 0.0 0.0 0.0
H 4.10146 0.83074 -3.96538 0.0 0.0 0.0
H 6.22726 0.97561 -2.71447 0.0 0.0 0.0
H 6.22731 0.83941 -0.25031 0.0 0.0 0.0
H 4.10864 0.48563 0.96913 0.0 0.0 0.0
H 1.55768 -2.80170 1.67993 0.0 0.0 0.0
H 1.69967 -5.17090 0.99589 0.0 0.0 0.0
H 1.55154 -5.78273 -1.38934 0.0 0.0 0.0
H 1.24509 -4.02186 -3.10619 0.0 0.0 0.0
H 1.04340 -1.66744 -2.43141 0.0 0.0 0.0
C -2.32676 -1.82857 -1.44481 -0.1 -0.1 0.0
C -2.85117 -0.46186 -1.67486 0.1 0.0 0.0
N -2.31133 0.68455 -1.26838 0.3 -0.1 0.0
C -3.18608 1.69666 -1.64698 0.0 0.0 0.0
C -4.23914 1.15181 -2.29446 0.0 0.1 0.0
N -4.00722 -0.20247 -2.30235 0.0 0.1 0.0
H -1.31155 -1.78632 -1.06669 0.1 0.0 0.0
H -2.33767 -2.41400 -2.36415 0.1 0.0 0.0
H -2.94688 -2.35507 -0.71561 0.0 0.0 0.0
H -2.99630 2.72856 -1.41226 0.0 0.0 -0.1
H -5.11230 1.59714 -2.73726 0.0 0.0 0.0
H -4.61167 -0.88983 -2.72258 0.0 -0.1 0.0
```
Positions in Å, forces in eV/Å.

Summary:
* frontier orbital gap: 8.297 eV
* total charge: +2
* energy relative to the best compared isomer or geometry (same formula, charge and spin): 0.227 eV
* E_tot: -53306.3509 eV



Record 3
Molecular formula: C26H23Cl2F6N4O13P2S2Ti
Method: DFT, ωB97M-V/def2-TZVPD

XYZ file:
```
79
Properties=species:S:1:pos:R:3:forces:R:3
Ti -0.69397 -0.34171 0.40478 0.3 -0.3 -0.8
C -1.73887 1.86601 -3.62712 0.0 0.0 -0.1
O -0.43403 2.25421 -3.10489 0.1 -0.2 0.0
C -0.20863 1.45927 -2.08350 -0.1 0.2 -0.2
N -1.05862 0.56213 -1.76287 -0.2 0.4 0.5
C -2.14759 0.63259 -2.78642 0.0 -0.2 -0.1
C -2.22801 -0.58799 -3.67468 0.1 0.0 0.1
C -3.46747 -1.01183 -4.13854 0.0 0.0 0.0
C -3.55435 -2.04491 -5.05614 0.0 0.0 0.0
C -2.40027 -2.66339 -5.51881 0.0 0.0 0.0
C -1.16309 -2.24627 -5.05549 0.0 0.0 0.0
C -1.07737 -1.20954 -4.13680 0.0 0.0 -0.1
C 1.05724 1.57307 -1.36019 0.0 0.1 0.0
C 2.16306 2.30091 -1.75780 0.0 0.0 0.0
C 3.33293 2.15820 -1.02389 0.0 0.0 0.0
C 3.37008 1.27477 0.04838 0.0 0.0 0.0
C 2.20448 0.61078 0.37073 0.0 0.1 0.0
N 1.06499 0.78440 -0.29441 0.3 0.0 0.2
C 2.05218 -0.38689 1.42957 0.0 0.3 0.2
N 0.94048 -1.01224 1.59031 0.2 0.0 0.1
C 1.09323 -1.76042 2.89063 0.0 0.1 0.1
C 2.61210 -1.72670 3.07907 0.0 0.0 0.0
O 3.04220 -0.60532 2.24621 0.1 -0.4 -0.2
C 0.42556 -3.10743 2.96473 -0.2 0.0 0.1
C 1.11941 -4.30588 3.00356 0.0 -0.1 0.0
C 0.43708 -5.51042 3.10405 0.0 0.0 0.0
C -0.94464 -5.53001 3.17630 0.0 0.0 0.0
C -1.64629 -4.33098 3.16729 0.0 0.0 0.0
C -0.96431 -3.13114 3.06933 0.0 0.0 0.0
H -1.59026 1.61036 -4.67231 -0.1 0.0 0.0
H -2.40802 2.71795 -3.53277 0.0 0.0 0.1
H -3.09255 0.78227 -2.27836 0.0 -0.1 -0.1
H -4.36779 -0.54500 -3.75879 0.0 0.0 0.0
H -4.52368 -2.37276 -5.40742 0.0 0.0 0.0
H -2.46798 -3.46993 -6.23694 0.0 0.0 0.0
H -0.26059 -2.72918 -5.40644 0.0 0.0 0.0
H -0.10381 -0.89997 -3.77488 0.0 0.0 0.0
H 2.10013 2.94155 -2.62579 0.0 0.0 0.0
H 4.21868 2.71281 -1.30148 0.0 0.0 0.0
H 4.26621 1.10373 0.62707 0.0 0.0 0.0
H 0.64708 -1.10550 3.64047 0.0 -0.1 -0.1
H 3.12136 -2.60698 2.69443 0.0 0.0 0.0
H 2.91385 -1.51554 4.09916 0.0 0.0 0.0
H 2.19848 -4.33765 2.94160 0.0 0.0 0.0
H 0.99435 -6.43711 3.12601 0.0 0.0 0.0
H -1.47211 -6.47068 3.25951 0.0 0.0 0.0
H -2.72497 -4.33788 3.27957 0.0 0.0 0.0
H -1.51635 -2.20312 3.09199 0.0 0.0 0.0
O -4.19001 -2.80667 0.75869 0.1 -0.1 0.1
P -3.08179 -2.13954 -0.12127 0.0 -0.2 0.2
O -3.59649 -1.36199 -1.23314 -0.1 0.0 0.0
O -2.17997 -1.25529 0.86231 -0.3 0.3 0.0
O -2.08480 -3.35242 -0.45485 0.0 0.1 0.0
P -0.49074 -3.27065 -0.73370 -0.2 0.0 -0.1
O -0.35123 -3.65920 -2.25239 0.0 0.0 0.0
O 0.30925 -4.06765 0.18160 0.0 0.0 -0.1
O -0.26949 -1.71170 -0.72801 0.3 -0.4 0.1
H -3.87434 -3.44414 1.41427 0.0 0.0 0.0
H 0.11716 -4.49967 -2.35045 0.0 0.0 0.0
Cl -3.03959 1.99742 -0.08289 -0.2 0.3 0.2
C -2.55138 3.65809 0.32772 0.0 0.1 -0.2
Cl -1.17279 4.18942 -0.65580 0.0 0.0 0.1
H -2.27876 3.70077 1.36963 0.0 -0.1 0.1
H -3.38991 4.30973 0.11415 0.0 0.0 0.0
F -0.98922 -0.44869 4.84554 -0.1 0.0 0.0
C -2.05756 0.25029 4.45722 0.1 0.0 0.1
F -2.57093 0.86985 5.50074 0.0 -0.1 -0.1
F -2.95529 -0.57258 3.92752 0.0 0.0 0.0
S -1.58932 1.52432 3.21469 -0.3 0.3 0.2
O -0.95352 0.77875 2.08976 0.1 0.0 -0.1
O -2.83307 2.13465 2.89203 0.0 0.0 0.0
N -0.63664 2.45346 3.96978 0.0 -0.1 -0.2
S 0.95443 2.46458 3.99971 0.0 0.1 0.1
O 1.40805 2.84968 5.28727 0.0 0.0 0.0
O 1.53297 1.31715 3.35459 0.0 0.1 0.0
C 1.32532 3.91438 2.87084 0.1 0.0 0.0
F 1.79429 3.45660 1.69717 -0.1 0.0 0.0
F 0.23690 4.62997 2.62681 -0.1 0.1 0.0
F 2.24444 4.68675 3.41836 0.0 0.0 0.0
```
Positions in Å, forces in eV/Å.

Summary:
* frontier orbital gap: 6.712 eV
* total charge: +1
* energy relative to the best compared isomer or geometry (same formula, charge and spin): 1.092 eV
* E_tot: -164630.9612 eV